Record 1
2 unconnected molecules or ions with the total composition CH3NO2S. Source: the Open Molecules 2025 dataset; level of theory: ωB97M-V/def2-TZVPD.

Values from the calculation:
Relative energy (zero: lowest compared OMol25 entry of this formula, charge and spin): 84.00 kcal/mol
HOMO: -8.7 eV
E_tot: -643.18030 a.u.
Charge: 0

Cartesian coordinates (Å):
N: -2.2365 0.1833 0.1304
S: 2.6115 0.6921 -0.0557
O: -1.7785 1.4674 -0.2665
C: 1.7994 -0.6935 -0.0969
H: 1.3052 -0.9418 -1.0951
O: -1.5932 -0.6924 -0.3368
H: -2.1849 2.1895 0.3471
H: 1.6322 -1.2797 0.7789

Record 2
A molecular structure, CH3NO2S. Source: the Open Molecules 2025 dataset; level of theory: ωB97M-V/def2-TZVPD.

Values from the calculation:
Relative energy (zero: lowest compared OMol25 entry of this formula, charge and spin): 116.36 kcal/mol
HOMO (spin up / spin down): -6.1 / -11.8 eV
E_tot: -643.01539 a.u.
⟨S²⟩: 2.0076
Charge: 0
Multiplicity: 3

Cartesian coordinates (Å):
H: 1.2870 0.3703 -1.6202
S: -0.9978 -0.0153 0.0730
O: -1.4193 1.3576 0.1613
H: 0.9739 0.7965 0.6674
O: -2.0307 -0.9837 0.0488
N: 0.3828 -0.3923 -0.9536
C: 0.6604 -0.2193 0.4969
H: 1.1436 -0.9138 1.1264